62
Properties=species:S:1:pos:R:3:forces:R:3 method="wB97M-V/def2-TZVPD" max_force_ev_per_a=3.140 orbital_gap_ha=0.29225 total_charge=-2 energy_ha=-1605.0037 de_lowest_kcal_mol=39.6
O 3.7071 1.4634 -2.1797 0.5 0.3 1.2
O -0.0342 -1.8854 -4.3891 0.0 -0.2 -0.2
O 0.2114 0.4711 1.4600 -0.2 -0.6 -0.7
O -1.0848 -1.6958 2.5881 0.4 -0.1 0.3
O -2.8232 -0.0132 -2.6174 -0.6 0.1 0.0
O 3.4543 -1.9851 -0.6364 1.0 -0.3 0.3
O 0.0549 3.0741 0.7878 -1.3 0.9 0.7
O 1.8246 0.2175 -3.6301 1.6 0.5 0.2
O 2.8185 1.6546 0.6336 0.3 0.4 -1.9
O -0.2058 -0.0731 4.6161 0.3 -1.8 1.3
O -3.0414 -3.1907 1.2059 1.0 -1.2 -1.3
O 2.0633 -1.3169 2.0710 0.6 -0.7 -0.3
O 0.8592 -3.5384 0.9488 0.6 -0.5 0.1
O -2.0133 1.2856 2.4567 -1.8 1.2 1.3
O -0.9229 2.1954 -2.9673 0.4 2.8 0.8
O -2.3172 4.2367 -0.6297 0.1 1.4 -1.7
O -0.2382 -0.3329 -2.1181 1.4 0.1 1.0
O 1.1949 1.9837 3.2101 0.9 1.3 2.7
O -3.5577 -0.4209 0.7760 1.4 0.9 -1.6
O -0.9893 -2.8638 -1.0362 -0.2 -1.4 0.6
C -0.3935 0.1963 0.2102 0.5 -0.6 -0.4
C 0.5834 -0.0719 -0.9378 -2.4 -1.0 -1.7
H -2.3489 -2.6753 1.6350 -0.1 0.3 0.3
H -0.2373 -1.3345 -5.1401 -0.2 0.2 -0.3
H -1.0367 1.0307 -0.0830 -0.2 -0.1 -0.2
H -0.6906 -0.9991 2.0425 -0.2 0.1 -0.5
H -1.0158 -0.7101 0.2620 -0.1 0.3 -0.2
H 1.3627 2.7732 2.6933 -0.1 0.0 -0.3
H -0.4661 -3.1338 -0.2640 -0.2 -0.2 -0.2
H 2.7059 -1.4807 -0.3450 -0.3 0.6 0.7
H 0.6146 -0.5568 4.8299 -0.5 0.4 0.0
H 0.8066 1.3717 2.6147 -0.5 -1.0 -1.8
H -1.1711 1.7825 -3.7632 -0.3 -1.1 -1.0
H 1.5036 0.3218 -4.5110 -0.4 0.0 -0.7
H 1.1778 -2.6792 1.2878 0.1 -0.1 0.2
H 0.1231 0.7291 4.2547 0.6 1.7 -0.7
H 2.2307 -1.5180 2.9940 -0.3 0.3 -0.1
H -0.5892 -2.0509 -1.2964 0.2 1.3 -0.9
H 3.0995 1.7985 -0.3090 0.5 0.1 1.1
H -0.5092 1.5719 -2.3780 0.0 -1.2 -0.1
H -0.0101 2.1115 0.9744 0.8 0.3 -0.2
H 1.1881 0.7401 -1.2554 1.0 1.3 0.5
H 1.0578 0.0249 -3.0593 -1.3 -0.5 0.3
H 0.6768 3.3129 0.1171 0.8 -0.6 -0.5
H 1.3131 -0.6954 1.9383 -0.2 0.7 0.3
H -0.1367 -1.2974 -3.6091 -0.1 -0.3 0.4
H -1.8952 1.7053 3.3380 0.2 -0.7 -1.2
H -2.8926 3.9883 0.0526 -1.2 -0.7 1.5
H 4.1387 1.8749 -2.9154 0.2 0.3 -0.6
H -2.9596 0.1043 1.3223 -0.2 0.1 0.2
H -3.8249 -3.1745 1.7066 -1.1 0.4 1.1
H 2.0198 1.1676 0.4069 -0.4 -0.3 1.0
H -1.1836 0.9180 2.1289 1.2 -0.1 0.3
H -0.6785 -1.3775 3.4073 -0.6 -0.3 0.3
H 3.0796 -2.4724 -1.3529 -0.3 -0.6 -0.9
H -2.7401 0.0773 -3.5528 -0.7 0.0 -1.3
H 1.6807 -4.0358 0.8076 -0.4 0.3 -0.1
H -1.5190 3.7657 -0.4455 1.0 -0.7 0.3
H 2.8463 1.1918 -2.5059 -0.4 -0.5 -0.8
H -1.8768 0.0606 -2.4359 0.6 -0.4 1.3
H 1.2420 -0.9295 -0.7541 -0.3 0.0 0.3
H -4.2355 -0.6921 1.3399 -1.5 -0.7 1.4